1.
# C16H56O16

A 12-piece molecular cluster, C16H56O16 overall (wB97M-V/def2-TZVPD, the OMol25 dataset).

CARTESIAN COORDINATES (ANGSTROEM)
C: 3.785 -0.444 1.802
O: 3.611 0.894 1.505
H: 4.842 -0.668 1.558
H: 3.533 -0.732 2.803
H: 3.137 -1.036 1.083
H: 3.806 0.982 0.552
C: -4.813 0.865 2.555
O: -4.227 0.066 1.583
H: -5.914 0.659 2.490
H: -4.574 0.508 3.567
H: -4.640 1.969 2.349
H: -3.608 -0.560 2.013
C: -2.008 -3.297 2.237
O: -2.226 -1.903 1.980
H: -1.070 -3.652 1.784
H: -1.948 -3.523 3.307
H: -2.874 -3.772 1.733
H: -1.412 -1.426 1.992
C: 3.466 -4.274 1.869
O: 2.077 -4.108 1.457
H: 3.596 -4.992 2.628
H: 4.066 -4.451 0.958
H: 3.851 -3.355 2.363
H: 2.048 -3.135 1.605
C: 2.182 4.203 2.956
O: 1.396 3.001 3.021
H: 1.593 5.041 3.358
H: 2.943 4.052 3.685
H: 2.621 4.517 2.000
H: 2.001 2.251 2.805
C: 0.558 -1.327 4.377
O: -0.660 -0.697 4.001
H: 0.443 -2.438 4.326
H: 1.420 -0.894 3.782
H: 0.729 -1.150 5.417
H: -1.194 -0.343 4.726
C: 0.761 4.326 -1.133
O: 1.592 3.278 -1.706
H: 1.399 5.129 -0.966
H: -0.065 4.564 -1.863
H: 0.268 3.938 -0.283
H: 1.158 2.930 -2.472
C: 0.728 -2.810 -1.532
O: 1.872 -1.965 -1.309
H: 1.051 -3.852 -1.671
H: -0.008 -2.763 -0.706
H: 0.367 -2.365 -2.482
H: 2.584 -2.385 -0.871
C: -2.223 0.898 -4.317
C: -1.477 2.175 -4.572
O: -1.496 2.912 -3.323
O: -3.521 1.082 -3.774
H: -1.605 0.281 -3.649
H: -2.465 0.280 -5.236
H: -1.890 2.819 -5.321
H: -0.451 1.923 -4.877
H: -1.321 2.296 -2.600
H: -3.336 1.348 -2.869
C: 3.729 0.706 -2.512
C: 2.846 1.359 -3.532
O: 1.549 0.808 -3.565
O: 3.158 0.939 -1.194
H: 4.740 1.081 -2.590
H: 3.696 -0.398 -2.607
H: 3.374 1.297 -4.482
H: 2.854 2.407 -3.317
H: 1.009 1.407 -2.972
H: 2.682 1.843 -1.341
C: 0.228 0.680 1.015
C: -0.703 1.526 0.153
O: -0.505 1.364 -1.283
O: 0.040 -0.715 0.696
H: 0.009 0.785 2.065
H: 1.291 1.026 0.892
H: -0.532 2.571 0.261
H: -1.793 1.309 0.330
H: -0.453 0.376 -1.459
H: 0.740 -0.954 0.050
C: -3.749 -1.320 -1.344
C: -4.240 -2.579 -0.727
O: -3.403 -3.722 -0.929
O: -2.379 -1.011 -1.105
H: -4.430 -0.565 -1.008
H: -3.838 -1.313 -2.407
H: -5.176 -2.900 -1.118
H: -4.424 -2.300 0.326
H: -2.489 -3.449 -0.887
H: -2.286 -1.127 -0.105

Summary:
SMILES: OCCO.OCCO.OCCO.OCCO.CO.CO.CO.CO.CO.CO.CO.CO
Calculated total energy (eV): -50253.90576
HOMO energy (eV): -9.69
ΔE to the lowest compared entry with this formula, charge and spin (eV): 1.189
HOMO-LUMO gap (eV): 10.12
Total charge: 0

***

2.
# C4H6OS

One molecule with the formula C4H6OS (wB97M-V/def2-TZVPD, the OMol25 dataset).

CARTESIAN COORDINATES (ANGSTROEM)
C: 0.174 -0.448 0.371
C: 0.319 -1.719 0.734
C: -1.198 0.099 0.220
C: 0.766 1.426 -0.895
O: 1.234 0.451 0.023
S: -0.967 1.752 -0.447
H: 1.291 -2.236 0.774
H: -0.544 -2.333 0.976
H: -1.974 -0.424 -0.362
H: -1.531 0.107 1.194
H: 1.551 2.349 -0.744
H: 0.879 0.977 -1.844

Summary:
SMILES: C=C1CSCO1
Calculated total energy (eV): -17126.20351
HOMO energy (eV): -8.90
ΔE to the lowest compared entry with this formula, charge and spin (eV): 1.926
HOMO-LUMO gap (eV): 9.80
Total charge: 0

***

3.
# C5H8CsNaO4

C5H8CsNaO4 as an isolated structure (wB97M-V/def2-TZVPD, the OMol25 dataset).

CARTESIAN COORDINATES (ANGSTROEM)
C: -2.498 -0.617 3.037
C: -1.107 -0.427 2.432
O: -0.390 0.581 3.006
Cs: 2.686 3.133 3.145
H: -2.556 -1.585 3.562
H: -2.716 0.169 3.776
H: -3.279 -0.601 2.260
H: -0.580 -1.410 2.523
H: -1.193 -0.318 1.277
O: -0.621 -0.023 -3.161
C: 2.393 1.641 -1.865
C: -0.016 -0.524 -2.223
O: 2.581 2.651 -2.531
O: 2.055 0.548 -2.744
C: 1.482 -0.596 -2.171
Na: 0.695 0.858 -4.940
H: -0.532 -1.249 -1.560
H: 1.800 -1.504 -2.709
H: 1.796 -0.729 -1.113

Summary:
Calculated total energy (eV): -18464.41129
HOMO energy (eV): -4.94
HOMO-LUMO gap (eV): 3.84
Total charge: 0

***

4.
# C4H7NO2

One molecule with the formula C4H7NO2 (wB97M-V/def2-TZVPD, the OMol25 dataset).

CARTESIAN COORDINATES (ANGSTROEM)
C: 0.970 0.766 -1.361
C: 0.262 0.005 -0.269
N: 0.365 -1.255 -0.067
O: 1.226 -1.893 -0.938
C: -0.888 0.583 0.514
C: -1.213 0.083 1.843
O: -0.800 1.433 1.652
H: 0.877 0.234 -2.315
H: 0.553 1.771 -1.472
H: 2.044 0.863 -1.164
H: 1.100 -2.819 -0.689
H: -1.713 0.899 -0.125
H: -2.252 -0.130 2.091
H: -0.474 -0.502 2.384

Summary:
SMILES: C/C(=N\O)[C@H]1CO1
Calculated total energy (eV): -9843.50062
HOMO energy (eV): -9.89
ΔE to the lowest compared entry with this formula, charge and spin (eV): 3.779
HOMO-LUMO gap (eV): 10.81
Total charge: 0

***

5.
# H2N3O2S

An isolated ion of composition H2N3O2S and charge -1 (wB97M-V/def2-TZVPD, the OMol25 dataset).

CARTESIAN COORDINATES (ANGSTROEM)
N: 0.622 -1.687 -0.079
N: -0.943 0.321 -0.059
N: 0.310 -0.369 -0.022
O: -0.777 1.674 0.101
O: 1.279 0.500 -0.050
S: -2.371 -0.465 0.178
H: 1.643 -1.663 -0.140
H: 0.237 1.689 0.071

Summary:
Expectation value of S²: 2.0085
Calculated total energy (eV): -19426.96982
Multiplicity: 3
HOMO energy (alpha / beta) (eV): -1.15 / -3.75
ΔE to the lowest compared entry with this formula, charge and spin (eV): 2.083
HOMO-LUMO gap (alpha / beta) (eV): 5.07 / 6.85
Total charge: -1

***

6.
# FHNO3P

An isolated ion of composition FHNO3P and charge -2 (wB97M-V/def2-TZVPD, the OMol25 dataset).

CARTESIAN COORDINATES (ANGSTROEM)
N: 0.762 -0.381 -0.666
O: -1.555 1.053 -0.522
O: -0.067 0.697 1.502
O: -1.294 -1.310 0.347
F: 1.757 0.542 -1.158
P: -0.683 0.102 0.289
H: 1.080 -0.702 0.207

Summary:
SMILES: O=P([O-])([O-])NF
Calculated total energy (eV): -19654.18787
HOMO energy (eV): 0.95
ΔE to the lowest compared entry with this formula, charge and spin (eV): 0.155
HOMO-LUMO gap (eV): 6.87
Total charge: -2

***

7.
# C6H10O3

One molecule with the formula C6H10O3 (wB97M-V/def2-TZVPD, the OMol25 dataset).

CARTESIAN COORDINATES (ANGSTROEM)
C: -1.375 -0.528 -0.025
C: -2.535 0.181 0.181
C: 1.133 -1.034 -0.578
C: 0.121 -0.067 -0.139
C: 0.369 0.347 1.386
C: 0.092 1.080 -1.064
O: -1.536 -1.905 -0.127
O: -3.676 -0.375 0.228
O: 1.528 -1.976 0.329
H: -2.452 1.258 0.372
H: 1.423 -0.981 -1.548
H: -0.520 0.590 1.840
H: 0.942 1.229 1.392
H: 0.869 -0.520 1.757
H: 1.045 1.259 -1.363
H: -0.256 1.932 -0.514
H: -0.619 0.980 -1.888
H: -2.405 -2.223 0.159
H: 1.854 -2.641 -0.241

Summary:
Calculated total energy (eV): -12522.38498
HOMO energy (alpha / beta) (eV): -8.19 / -7.54
ΔE to the lowest compared entry with this formula, charge and spin (eV): 4.388
HOMO-LUMO gap (alpha / beta) (eV): 8.70 / 6.93
Total charge: 0

***

8.
# C57H152O19

A 19-piece molecular cluster, C57H152O19 overall (wB97M-V/def2-TZVPD, the OMol25 dataset).

CARTESIAN COORDINATES (ANGSTROEM)
C: -1.446 5.768 2.396
C: -1.312 5.285 0.891
C: 0.106 4.942 0.487
O: -2.141 4.098 0.649
H: -0.924 6.722 2.514
H: -1.008 5.002 3.068
H: -2.503 5.950 2.636
H: -1.788 6.043 0.278
H: 0.764 5.770 0.239
H: 0.096 4.255 -0.358
H: 0.589 4.378 1.295
H: -1.879 3.396 1.249
C: -1.095 7.403 -6.059
C: -1.479 6.640 -4.854
C: -0.490 6.662 -3.714
O: -2.758 7.125 -4.372
H: -1.801 7.246 -6.887
H: -0.160 7.133 -6.520
H: -0.989 8.470 -5.867
H: -1.676 5.602 -5.135
H: -0.356 7.734 -3.476
H: 0.420 6.183 -4.075
H: -0.983 6.191 -2.862
H: -2.634 8.036 -4.081
C: -0.130 -0.894 -4.046
C: 0.318 -1.310 -5.447
C: -0.763 -1.866 -6.311
O: 0.877 -0.156 -6.175
H: 0.684 -0.398 -3.512
H: -0.441 -1.734 -3.444
H: -0.925 -0.130 -4.105
H: 1.190 -1.956 -5.377
H: -0.350 -1.980 -7.330
H: -1.609 -1.153 -6.332
H: -1.193 -2.805 -5.982
H: 0.081 0.276 -6.545
C: -3.628 2.619 3.778
C: -3.026 1.533 2.911
C: -3.952 1.297 1.713
O: -1.704 2.008 2.500
H: -3.657 3.607 3.284
H: -3.034 2.755 4.685
H: -4.647 2.391 4.136
H: -2.873 0.587 3.448
H: -3.512 0.523 1.089
H: -4.185 2.220 1.151
H: -4.899 0.901 2.088
H: -1.132 2.022 3.280
C: 4.424 -1.613 -4.357
C: 3.552 -1.643 -3.092
C: 4.077 -2.626 -2.084
O: 3.522 -0.354 -2.529
H: 4.228 -2.462 -5.014
H: 5.480 -1.493 -4.092
H: 4.093 -0.794 -5.011
H: 2.519 -1.929 -3.358
H: 5.093 -2.392 -1.768
H: 4.053 -3.577 -2.634
H: 3.364 -2.684 -1.246
H: 3.176 0.310 -3.148
C: 0.857 -4.941 -3.001
C: 0.301 -5.446 -4.318
C: -1.224 -5.451 -4.368
O: 0.872 -4.635 -5.347
H: 0.417 -5.476 -2.142
H: 0.675 -3.874 -2.836
H: 1.933 -5.067 -3.084
H: 0.553 -6.477 -4.581
H: -1.497 -5.781 -5.378
H: -1.663 -4.447 -4.234
H: -1.668 -6.140 -3.642
H: 0.320 -4.706 -6.127
C: -6.831 -1.233 1.918
C: -6.712 -2.185 0.793
C: -5.732 -1.662 -0.208
O: -6.357 -3.479 1.204
H: -7.457 -1.717 2.674
H: -7.270 -0.274 1.681
H: -5.843 -1.091 2.380
H: -7.704 -2.309 0.348
H: -5.872 -2.310 -1.079
H: -4.706 -1.763 0.169
H: -5.899 -0.629 -0.499
H: -5.482 -3.401 1.591
C: -4.879 5.906 -1.238
C: -5.260 5.991 0.249
C: -6.753 6.330 0.452
O: -4.907 4.689 0.781
H: -5.527 5.162 -1.701
H: -3.845 5.528 -1.281
H: -4.962 6.831 -1.825
H: -4.668 6.761 0.749
H: -6.924 6.278 1.527
H: -7.343 5.559 -0.058
H: -7.072 7.303 0.048
H: -3.940 4.602 0.742
C: 1.408 -0.680 -0.083
C: 0.554 0.526 0.130
C: 0.308 1.405 -1.100
O: -0.773 0.061 0.599
H: 0.881 -1.325 -0.796
H: 1.461 -1.197 0.857
H: 2.428 -0.376 -0.349
H: 1.057 1.123 0.915
H: 1.193 1.810 -1.568
H: -0.353 2.227 -0.803
H: -0.278 0.807 -1.812
H: -1.056 0.706 1.252
C: 2.776 3.173 3.846
C: 3.968 3.549 3.021
C: 3.847 3.281 1.515
O: 4.377 4.900 3.220
H: 2.657 2.096 3.959
H: 1.835 3.532 3.459
H: 2.872 3.558 4.874
H: 4.847 3.022 3.380
H: 3.471 2.277 1.298
H: 4.839 3.414 1.053
H: 3.156 4.015 1.072
H: 3.744 5.487 2.789
C: 0.987 3.255 -5.128
C: 2.387 2.791 -4.772
C: 3.006 3.615 -3.661
O: 2.326 1.396 -4.445
H: 0.333 3.130 -4.273
H: 0.634 2.696 -5.984
H: 0.943 4.336 -5.353
H: 2.952 2.865 -5.725
H: 3.179 4.650 -3.993
H: 3.931 3.140 -3.353
H: 2.321 3.657 -2.811
H: 1.752 0.903 -5.044
C: 3.729 -1.901 3.795
C: 4.396 -0.892 2.932
C: 5.467 -0.147 3.653
O: 4.980 -1.574 1.782
H: 3.091 -1.378 4.510
H: 4.476 -2.542 4.302
H: 3.116 -2.438 3.087
H: 3.626 -0.201 2.554
H: 6.253 -0.851 3.940
H: 5.143 0.418 4.533
H: 5.939 0.573 2.948
H: 5.159 -0.946 1.071
C: 7.246 1.539 0.132
C: 6.247 1.280 -0.941
C: 6.859 0.985 -2.311
O: 5.371 0.232 -0.531
H: 7.760 0.597 0.400
H: 6.776 1.977 1.010
H: 8.035 2.160 -0.294
H: 5.625 2.189 -1.079
H: 7.662 0.272 -2.198
H: 7.205 1.921 -2.770
H: 6.082 0.581 -2.965
H: 4.762 0.026 -1.249
C: 2.824 -5.161 0.771
C: 3.309 -6.463 0.225
C: 4.651 -6.373 -0.536
O: 3.438 -7.372 1.324
H: 2.605 -4.409 0.007
H: 3.537 -4.782 1.501
H: 1.906 -5.391 1.304
H: 2.618 -6.823 -0.532
H: 5.397 -5.985 0.142
H: 4.591 -5.701 -1.401
H: 4.862 -7.358 -0.931
H: 3.689 -8.252 0.999
C: -1.425 -4.817 0.752
C: -1.097 -3.378 0.311
C: -1.959 -2.865 -0.852
O: -1.347 -2.503 1.439
H: -0.686 -5.138 1.490
H: -1.415 -5.552 -0.069
H: -2.408 -4.909 1.230
H: -0.025 -3.380 0.034
H: -1.716 -3.273 -1.837
H: -1.796 -1.786 -0.938
H: -3.010 -3.052 -0.601
H: -1.052 -1.582 1.185
C: -0.619 -0.470 6.159
C: 0.254 0.114 5.091
C: 0.235 -0.693 3.842
O: -0.170 1.453 4.825
H: -1.597 -0.719 5.757
H: -0.748 0.135 7.054
H: -0.128 -1.373 6.516
H: 1.253 0.218 5.499
H: 0.906 -0.276 3.083
H: -0.744 -0.780 3.395
H: 0.554 -1.700 4.075
H: -0.228 1.987 5.628
C: -5.021 -3.505 4.645
C: -3.776 -2.890 4.050
C: -2.508 -3.567 4.553
O: -3.843 -2.997 2.623
H: -5.914 -3.084 4.180
H: -4.949 -3.212 5.696
H: -5.061 -4.567 4.449
H: -3.743 -1.811 4.313
H: -2.390 -4.556 4.089
H: -2.556 -3.750 5.632
H: -1.620 -2.953 4.339
H: -2.986 -2.751 2.186
C: -2.742 3.144 -2.757
C: -3.737 2.138 -3.231
C: -3.860 0.953 -2.321
O: -5.017 2.802 -3.322
H: -2.803 4.005 -3.420
H: -1.714 2.777 -2.806
H: -2.901 3.491 -1.726
H: -3.465 1.858 -4.249
H: -4.258 1.212 -1.345
H: -2.904 0.429 -2.194
H: -4.531 0.232 -2.792
H: -4.967 3.614 -3.835
C: 1.390 -5.126 4.656
C: 1.435 -5.924 5.929
C: 0.674 -7.224 5.883
O: 2.769 -6.192 6.357
H: 0.389 -4.882 4.285
H: 1.847 -5.645 3.817
H: 1.971 -4.214 4.819
H: 1.080 -5.307 6.780
H: -0.409 -7.098 5.772
H: 0.915 -7.689 6.840
H: 1.088 -7.809 5.065
H: 3.130 -6.780 5.677

Summary:
Calculated total energy (eV): -100477.87801
HOMO energy (eV): -9.48
ΔE to the lowest compared entry with this formula, charge and spin (eV): 0.000
HOMO-LUMO gap (eV): 9.82
Total charge: 0

***

Question: calculated total energy of number 3 (C5H8CsNaO4)?
Answer: -18464.41129 eV

***

Question: Which value of total charge does entry 8 give?
Answer: 0